C5H5NOS | ωB97M-V/def2-TZVPD

Last column: natural (NBO) charge in e.
Geometry (Å):
C (2.4637, 2.0209, -0.1170)  -0.1222
C (1.4633, 1.3827, 0.1426)  -0.0955
C (0.5503, 0.3527, 0.2489)  0.4363
N (0.8085, -0.9319, 0.3799)  -0.5425
S (2.4661, -1.2660, -0.1510)  0.1661
O (-0.6926, 0.9159, -0.0436)  -0.4757
C (-1.9138, 0.3178, -0.1395)  0.0902
C (-2.4098, -0.8963, 0.0473)  -0.4860
H (3.3027, 2.5474, 0.1748)  0.2316
H (2.2263, -2.6171, 0.0037)  0.1312
H (-2.7864, 0.9964, -0.3708)  0.2016
H (-1.8500, -1.9932, 0.2282)  0.2486
H (-3.6284, -0.8294, -0.4034)  0.2165

Properties
- ΔE to the lowest compared entry with this formula, charge and spin (eV) = 6.185
- total charge = 0
- strongest force on any atom (eV/A) = 4.3
- molar mass (g/mol) = 127.17
- LUMO (eV) = -0.290
- Kohn-Sham gap (eV) = 8.5